# C39H44ClN2O2P2Ti

A molecular structure, C39H44ClN2O2P2Ti (the ωB97M-V functional and the def2-TZVPD basis, the Open Molecules 2025 dataset).

Each line ends with the Löwdin charge.
Geometry (Å):
Ti (0.519, -0.274, -0.011)  0.76
C (2.664, 0.505, 2.221)  -0.07
N (1.762, -0.617, 1.927)  -0.33
C (2.559, -1.841, 1.837)  -0.08
C (0.761, -0.719, 2.996)  -0.17
C (-0.177, 0.446, 2.863)  -0.27
C (-0.815, 0.974, 3.976)  -0.06
C (-1.662, 2.064, 3.841)  -0.11
C (-1.854, 2.611, 2.582)  -0.11
C (-1.217, 2.058, 1.477)  -0.16
C (-0.351, 0.963, 1.570)  -0.20
H (3.174, 0.321, 3.178)  0.10
H (2.099, 1.431, 2.290)  0.09
H (3.400, 0.600, 1.431)  0.06
H (3.128, -2.000, 2.763)  0.09
H (3.252, -1.750, 1.001)  0.09
H (1.906, -2.691, 1.656)  0.08
H (1.260, -0.749, 3.976)  0.13
H (0.236, -1.666, 2.859)  0.11
H (-0.648, 0.531, 4.954)  0.11
H (-2.166, 2.479, 4.706)  0.09
H (-2.519, 3.458, 2.452)  0.10
H (-1.452, 2.490, 0.511)  0.06
C (0.189, 0.830, -3.419)  -0.22
P (-0.424, 1.336, -1.776)  0.90
C (0.230, 3.043, -1.661)  -0.23
C (-2.199, 1.571, -2.097)  -0.37
C (-2.598, 2.494, -3.076)  -0.11
C (-3.934, 2.686, -3.357)  -0.10
C (-4.888, 1.944, -2.658)  -0.09
C (-4.485, 1.031, -1.705)  -0.12
C (-3.133, 0.819, -1.397)  -0.34
P (-2.574, -0.524, -0.103)  0.91
C (-3.295, -1.892, -1.110)  -0.25
C (-3.824, -0.027, 1.154)  -0.25
H (-0.136, 1.521, -4.200)  0.04
H (-0.194, -0.168, -3.634)  0.05
H (1.277, 0.779, -3.402)  0.03
H (-0.068, 3.655, -2.513)  0.04
H (1.316, 2.973, -1.639)  0.00
H (-0.101, 3.519, -0.741)  0.04
H (-1.860, 3.070, -3.624)  0.09
H (-4.236, 3.404, -4.110)  0.09
H (-5.942, 2.082, -2.870)  0.10
H (-5.238, 0.450, -1.180)  0.10
H (-3.845, -1.539, -1.981)  0.03
H (-3.954, -2.495, -0.485)  0.02
H (-2.463, -2.514, -1.441)  0.03
H (-4.569, -0.814, 1.284)  0.05
H (-4.317, 0.912, 0.906)  0.03
H (-3.307, 0.094, 2.107)  0.02
N (2.145, 0.485, -0.741)  0.01
C (3.264, 0.482, -1.316)  -0.31
C (4.328, 1.443, -0.836)  -0.20
C (4.055, 2.803, -0.746)  -0.02
C (4.995, 3.677, -0.220)  -0.08
C (6.214, 3.197, 0.238)  -0.10
C (6.490, 1.840, 0.161)  -0.09
C (5.556, 0.969, -0.383)  -0.05
C (3.656, -0.431, -2.440)  -0.16
C (2.906, -1.580, -2.694)  -0.01
C (3.250, -2.409, -3.751)  -0.07
C (4.331, -2.103, -4.567)  -0.10
C (5.076, -0.958, -4.324)  -0.09
C (4.743, -0.129, -3.262)  -0.04
H (3.092, 3.169, -1.073)  0.09
H (4.769, 4.735, -0.159)  0.10
H (6.943, 3.877, 0.660)  0.10
H (7.435, 1.456, 0.526)  0.10
H (5.776, -0.090, -0.450)  0.12
H (2.049, -1.814, -2.075)  0.08
H (2.663, -3.300, -3.936)  0.10
H (4.592, -2.755, -5.392)  0.09
H (5.916, -0.707, -4.960)  0.10
H (5.325, 0.765, -3.083)  0.11
Cl (-6.922, -4.424, 4.451)  0.56
C (-5.498, -3.855, 3.593)  -0.71
C (-4.728, -2.829, 4.128)  -0.14
C (-3.611, -2.385, 3.453)  -0.08
C (-3.197, -2.929, 2.206)  -0.34
C (-2.104, -2.390, 1.477)  -0.18
C (-4.010, -3.985, 1.716)  -0.08
C (-5.133, -4.434, 2.389)  -0.14
H (-5.009, -2.383, 5.075)  0.09
H (-3.023, -1.579, 3.882)  0.10
H (-1.630, -3.042, 0.750)  0.05
H (-1.399, -1.826, 2.074)  0.01
H (-3.733, -4.468, 0.786)  0.10
H (-5.725, -5.244, 1.981)  0.09
O (0.071, -1.609, -1.299)  -0.43
O (0.795, -2.100, -0.169)  -0.37

Highest occupied orbital energy (alpha / beta) in eV: -2.7 / -2.7
LUMO level (alpha / beta) in Ha: 0.0860 / 0.0860
ΔE to the lowest compared entry with this formula, charge and spin in eV: 0.6971
Charge: -1
Strongest force on any atom in Eh/bohr: 0.014
Electronic energy in eV: -102447.9582

# C3H5FO

C3H5FO in the gas phase in a non-equilibrium geometry (the ωB97M-V functional and the def2-TZVPD basis, the Open Molecules 2025 dataset).

Each line ends with the natural charge from an NBO analysis.
Geometry (Å):
C (1.026, -1.173, -0.272)  -0.56
C (1.069, 0.084, -0.025)  0.41
F (2.172, 0.842, 0.212)  -0.34
C (-0.375, 1.111, -0.104)  -0.08
O (-1.518, 0.327, 0.040)  -0.71
H (1.703, -1.963, -0.168)  0.22
H (0.078, -1.651, -0.278)  0.22
H (-0.402, 1.470, -1.202)  0.17
H (-0.291, 1.869, 0.621)  0.19
H (-1.894, 0.170, -0.864)  0.48

Highest occupied orbital energy in eV: -10.1
LUMO level in Ha: 0.0264
ΔE to the lowest compared entry with this formula, charge and spin in eV: 1.6898
SMILES: C=C(F)CO
Strongest force on any atom in Eh/bohr: 0.102
Electronic energy in eV: -7954.8191

# C21H26N2O4

A molecular structure, C21H26N2O4 in a non-equilibrium geometry (the ωB97M-V functional and the def2-TZVPD basis, the Open Molecules 2025 dataset).

Each line ends with the natural charge from an NBO analysis.
Geometry (Å):
C (-1.588, -0.780, 3.348)  -0.23
H (-2.037, -0.126, 3.925)  0.19
O (-0.263, -0.033, 2.969)  -0.52
C (0.554, -0.795, 2.191)  0.33
C (0.313, -2.152, 1.419)  -0.21
C (1.242, -2.618, 0.858)  -0.21
C (2.438, -2.034, 0.837)  -0.07
C (2.706, -0.671, 1.193)  -0.18
C (1.679, -0.100, 1.987)  -0.31
H (1.928, 0.771, 2.572)  0.22
H (3.616, 0.019, 1.245)  0.23
C (3.479, -2.394, -0.327)  -0.37
H (3.578, -3.762, -0.304)  0.17
H (4.596, -2.070, 0.130)  0.21
C (3.326, -2.055, -1.801)  -0.28
N (3.313, -0.632, -1.668)  -0.58
C (2.306, -0.002, -1.751)  0.71
O (1.109, -0.359, -1.789)  -0.71
C (2.627, 1.759, -1.835)  -0.50
C (1.891, 2.362, -0.403)  0.75
O (2.507, 3.108, 0.048)  -0.58
N (0.531, 2.061, -0.138)  -0.70
H (0.253, 1.301, -0.757)  0.43
C (-0.227, 2.611, 0.913)  -0.23
H (0.379, 3.603, 0.867)  0.24
H (-0.228, 1.880, 1.555)  0.22
C (-1.520, 2.789, 0.168)  -0.39
C (-2.292, 1.916, -0.225)  -0.12
C (-2.272, 1.112, -1.322)  -0.09
C (-2.823, -0.065, -1.671)  -0.32
C (-3.680, -0.506, -0.851)  0.23
C (-3.887, -0.024, 0.313)  -0.23
C (-3.147, 1.204, 0.757)  -0.13
H (-3.330, 1.496, 1.683)  0.18
H (-4.557, -0.522, 1.158)  0.22
O (-4.346, -1.573, -0.948)  -0.51
C (-4.225, -2.441, -2.385)  -0.21
H (-4.873, -3.320, -1.865)  0.22
H (-4.628, -1.791, -3.031)  0.19
H (-3.330, -2.613, -2.303)  0.16
H (-2.630, -0.545, -2.554)  0.21
H (-1.699, 1.670, -1.947)  0.18
H (-2.156, 3.513, 0.956)  0.18
H (-1.423, 3.463, -0.681)  0.22
H (3.479, 1.957, -1.882)  0.14
H (2.180, 2.036, -2.646)  0.20
H (4.355, -0.268, -1.575)  0.42
H (4.214, -2.623, -2.305)  0.23
H (2.364, -2.253, -2.093)  0.24
H (0.988, -3.404, 0.354)  0.21
H (-0.630, -2.440, 1.600)  0.20
H (-1.449, -1.695, 3.714)  0.17
H (-2.031, -0.877, 2.249)  0.20

Highest occupied orbital energy in eV: -7.8
LUMO level in Ha: 0.0217
ΔE to the lowest compared entry with this formula, charge and spin in eV: 22.5409
Strongest force on any atom in Eh/bohr: 0.387
Electronic energy in eV: -33349.2794

# C4H10O3

2 unconnected molecules or ions with the total composition C4H10O3 in a non-equilibrium geometry (the ωB97M-V functional and the def2-TZVPD basis, the Open Molecules 2025 dataset).

Each line ends with the natural charge from an NBO analysis.
Geometry (Å):
C (-2.560, 0.352, -0.532)  -0.61
C (-1.230, -0.184, -1.054)  -0.39
C (-0.130, -0.250, -0.008)  -0.52
C (1.163, -0.863, -0.376)  0.79
O (1.734, -1.792, 0.160)  -0.59
O (1.936, -0.022, -1.140)  -0.70
H (-2.430, 0.896, 0.407)  0.21
H (-3.270, -0.454, -0.296)  0.21
H (-3.068, 0.989, -1.256)  0.22
H (-0.875, 0.447, -1.864)  0.21
H (-1.370, -1.188, -1.500)  0.20
H (0.044, 0.803, 0.258)  0.26
H (-0.478, -0.681, 0.936)  0.22
H (2.707, -0.519, -1.401)  0.49
O (-0.473, 2.014, 2.371)  -0.95
H (-0.913, 1.257, 2.771)  0.47
H (0.372, 2.150, 2.783)  0.48

Highest occupied orbital energy in eV: -10.4
LUMO level in Ha: 0.0237
ΔE to the lowest compared entry with this formula, charge and spin in eV: 0.4489
SMILES: CCCC(=O)O.O
Strongest force on any atom in Eh/bohr: 0.061
Electronic energy in eV: -10452.7948

# C20H28LuNO2S

A molecular structure, C20H28LuNO2S in a non-equilibrium geometry (the ωB97M-V functional and the def2-TZVPD basis, the Open Molecules 2025 dataset).

Each line ends with the natural charge from an NBO analysis.
Geometry (Å):
O (-1.746, 7.525, 0.427)  -0.56
C (-3.110, 7.962, 0.128)  -0.06
C (-2.741, 9.442, 0.033)  -0.46
H (-3.784, 7.729, 0.958)  0.18
H (-3.474, 7.536, -0.811)  0.18
C (-1.323, 8.918, 0.404)  0.27
H (-3.188, 10.077, 0.797)  0.21
H (-2.797, 9.861, -0.974)  0.21
C (-0.866, 9.429, 1.754)  -0.63
H (-1.643, 9.290, 2.517)  0.21
H (-0.649, 10.505, 1.676)  0.22
H (0.051, 8.918, 2.076)  0.22
C (-0.292, 9.209, -0.662)  -0.63
H (-0.632, 8.872, -1.648)  0.21
H (0.662, 8.721, -0.420)  0.21
H (-0.116, 10.293, -0.710)  0.22
Lu (0.031, -0.021, -0.026)  1.59
C (1.039, -1.014, -2.049)  -0.38
C (-0.336, -1.389, -2.118)  -0.30
C (-1.115, -0.204, -2.296)  -0.39
H (-0.723, -2.407, -2.158)  0.26
C (-0.215, 0.906, -2.351)  -0.35
C (1.115, 0.408, -2.202)  -0.37
H (2.022, 1.003, -2.284)  0.24
H (1.881, -1.697, -1.978)  0.26
H (-2.189, -0.160, -2.462)  0.24
H (-0.489, 1.935, -2.579)  0.23
C (1.835, -1.169, 1.404)  -0.34
C (2.468, -0.131, 0.659)  -0.32
C (1.921, 1.122, 1.089)  -0.41
H (3.274, -0.253, -0.066)  0.24
C (0.952, 0.845, 2.116)  -0.38
C (0.902, -0.570, 2.307)  -0.32
H (0.305, -1.083, 3.060)  0.25
H (2.087, -2.225, 1.359)  0.27
H (2.255, 2.111, 0.785)  0.24
H (0.413, 1.586, 2.703)  0.24
O (-0.974, 1.963, 0.218)  -0.62
C (-0.328, 3.287, 0.063)  -0.05
C (-1.446, 4.255, -0.265)  -0.44
H (0.441, 3.212, -0.717)  0.21
H (0.153, 3.532, 1.016)  0.19
C (-2.693, 3.656, 0.387)  -0.43
H (-1.603, 4.286, -1.351)  0.20
H (-1.224, 5.268, 0.067)  0.27
C (-2.448, 2.155, 0.335)  -0.06
H (-3.599, 3.915, -0.162)  0.23
H (-2.809, 4.015, 1.416)  0.22
H (-2.900, 1.732, -0.573)  0.20
H (-2.787, 1.596, 1.216)  0.21
S (-1.376, -2.243, 0.668)  -0.27
C (-0.206, -3.382, 0.356)  0.06
N (0.612, -4.211, 0.121)  -0.43

Highest occupied orbital energy in eV: -7.7
LUMO level in Ha: 0.0080
ΔE to the lowest compared entry with this formula, charge and spin in eV: 0.0000
Strongest force on any atom in Eh/bohr: 0.066
Electronic energy in eV: -71235.5309

# C4H7NO

C4H7NO in the gas phase (the ωB97M-V functional and the def2-TZVPD basis, the Open Molecules 2025 dataset).

Each line ends with the natural charge from an NBO analysis.
Geometry (Å):
C (-1.124, -1.164, -0.539)  -0.25
N (-1.043, -0.654, 0.825)  -0.58
C (-0.351, 0.061, -0.242)  -0.14
C (1.392, 2.144, 0.871)  0.13
O (1.810, 1.270, 0.008)  -0.47
C (1.152, -0.011, -0.244)  -0.10
H (-0.596, -2.099, -0.715)  0.20
H (-2.052, -1.055, -1.095)  0.20
H (-1.903, -0.185, 1.091)  0.36
H (0.454, 1.723, 1.331)  0.04
H (-0.767, 1.006, -0.592)  0.21
H (1.493, -0.716, 0.521)  0.21
H (1.534, -0.319, -1.220)  0.20

Highest occupied orbital energy in eV: -8.5
LUMO level in Ha: 0.0298
ΔE to the lowest compared entry with this formula, charge and spin in eV: 5.1320
Strongest force on any atom in Eh/bohr: 0.009
Electronic energy in eV: -7794.5124

Repeat the fifth record exactly.
# C20H28LuNO2S

A molecular structure, C20H28LuNO2S in a non-equilibrium geometry (the ωB97M-V functional and the def2-TZVPD basis, the Open Molecules 2025 dataset).

Each line ends with the natural charge from an NBO analysis.
Geometry (Å):
O (-1.746, 7.525, 0.427)  -0.56
C (-3.110, 7.962, 0.128)  -0.06
C (-2.741, 9.442, 0.033)  -0.46
H (-3.784, 7.729, 0.958)  0.18
H (-3.474, 7.536, -0.811)  0.18
C (-1.323, 8.918, 0.404)  0.27
H (-3.188, 10.077, 0.797)  0.21
H (-2.797, 9.861, -0.974)  0.21
C (-0.866, 9.429, 1.754)  -0.63
H (-1.643, 9.290, 2.517)  0.21
H (-0.649, 10.505, 1.676)  0.22
H (0.051, 8.918, 2.076)  0.22
C (-0.292, 9.209, -0.662)  -0.63
H (-0.632, 8.872, -1.648)  0.21
H (0.662, 8.721, -0.420)  0.21
H (-0.116, 10.293, -0.710)  0.22
Lu (0.031, -0.021, -0.026)  1.59
C (1.039, -1.014, -2.049)  -0.38
C (-0.336, -1.389, -2.118)  -0.30
C (-1.115, -0.204, -2.296)  -0.39
H (-0.723, -2.407, -2.158)  0.26
C (-0.215, 0.906, -2.351)  -0.35
C (1.115, 0.408, -2.202)  -0.37
H (2.022, 1.003, -2.284)  0.24
H (1.881, -1.697, -1.978)  0.26
H (-2.189, -0.160, -2.462)  0.24
H (-0.489, 1.935, -2.579)  0.23
C (1.835, -1.169, 1.404)  -0.34
C (2.468, -0.131, 0.659)  -0.32
C (1.921, 1.122, 1.089)  -0.41
H (3.274, -0.253, -0.066)  0.24
C (0.952, 0.845, 2.116)  -0.38
C (0.902, -0.570, 2.307)  -0.32
H (0.305, -1.083, 3.060)  0.25
H (2.087, -2.225, 1.359)  0.27
H (2.255, 2.111, 0.785)  0.24
H (0.413, 1.586, 2.703)  0.24
O (-0.974, 1.963, 0.218)  -0.62
C (-0.328, 3.287, 0.063)  -0.05
C (-1.446, 4.255, -0.265)  -0.44
H (0.441, 3.212, -0.717)  0.21
H (0.153, 3.532, 1.016)  0.19
C (-2.693, 3.656, 0.387)  -0.43
H (-1.603, 4.286, -1.351)  0.20
H (-1.224, 5.268, 0.067)  0.27
C (-2.448, 2.155, 0.335)  -0.06
H (-3.599, 3.915, -0.162)  0.23
H (-2.809, 4.015, 1.416)  0.22
H (-2.900, 1.732, -0.573)  0.20
H (-2.787, 1.596, 1.216)  0.21
S (-1.376, -2.243, 0.668)  -0.27
C (-0.206, -3.382, 0.356)  0.06
N (0.612, -4.211, 0.121)  -0.43

Highest occupied orbital energy in eV: -7.7
LUMO level in Ha: 0.0080
ΔE to the lowest compared entry with this formula, charge and spin in eV: 0.0000
Strongest force on any atom in Eh/bohr: 0.066
Electronic energy in eV: -71235.5309